C43H41N9O3S3SiTl | wB97M-V/def2-TZVPD

Each line ends with the Mulliken charge.
Geometry (Å):
1 Tl -0.30 0.32 0.05  1.435
2 C 4.10 -1.03 -1.12  -0.705
3 O 3.89 -2.26 -0.44  -0.363
4 C 3.36 -2.21 0.83  -0.466
5 C 4.06 -2.84 1.82  -0.267
6 C 3.54 -2.95 3.12  -1.007
7 C 2.29 -2.44 3.36  -0.919
8 C 1.55 -1.78 2.36  1.114
9 C 0.19 -1.44 2.74  -1.295
10 N -0.68 -0.82 2.04  0.731
11 N -1.94 -0.72 2.59  -1.077
12 C -2.74 0.03 1.87  -0.097
13 O -2.46 0.64 0.79  -0.746
14 C -4.13 0.20 2.39  0.590
15 C -5.01 1.02 1.70  -0.409
16 C -6.30 1.21 2.17  -0.765
17 C -6.72 0.58 3.33  -0.339
18 C -5.84 -0.24 4.03  -0.722
19 C -4.55 -0.43 3.56  -0.222
20 C 2.09 -1.60 1.06  0.192
21 O 1.52 -0.97 0.08  0.764
22 H 4.87 -1.22 -1.87  0.434
23 H 4.46 -0.26 -0.42  0.167
24 H 3.19 -0.67 -1.59  0.020
25 H 5.03 -3.27 1.57  0.488
26 H 4.10 -3.46 3.89  0.358
27 H 1.83 -2.56 4.34  0.372
28 H -0.15 -1.81 3.71  0.243
29 H -4.66 1.50 0.79  0.498
30 H -6.98 1.85 1.62  0.412
31 H -7.73 0.73 3.70  0.368
32 H -6.17 -0.73 4.94  0.373
33 H -3.86 -1.07 4.09  0.449
34 S -1.13 -2.04 -1.34  -0.402
35 C -0.24 -1.28 -2.58  -0.050
36 N 0.81 -1.59 -3.22  0.103
37 N 1.42 -2.75 -2.89  -0.528
38 C 2.68 -2.97 -3.43  0.393
39 C 3.46 -4.02 -2.93  -0.367
40 C 4.71 -4.27 -3.46  -0.560
41 C 5.21 -3.50 -4.50  -0.552
42 C 4.44 -2.46 -4.99  -0.567
43 C 3.18 -2.19 -4.47  -0.248
44 N -0.81 0.05 -3.08  0.953
45 N -1.11 0.93 -2.00  -0.256
46 C -2.11 1.84 -2.27  0.731
47 C -2.41 2.79 -1.27  0.299
48 C -3.41 3.72 -1.45  -0.836
49 C -4.17 3.75 -2.63  -0.686
50 C -3.87 2.84 -3.62  -0.939
51 C -2.86 1.90 -3.46  -0.326
52 H 1.22 -3.10 -1.96  0.357
53 H 3.08 -4.61 -2.10  0.340
54 H 5.30 -5.08 -3.05  0.352
55 H 6.20 -3.70 -4.90  0.378
56 H 4.82 -1.84 -5.80  0.375
57 H 2.59 -1.37 -4.85  0.365
58 H -1.86 2.78 -0.34  -0.192
59 H -3.62 4.42 -0.66  0.425
60 H -4.95 4.49 -2.76  0.381
61 H -4.43 2.85 -4.55  0.373
62 H -2.66 1.24 -4.29  0.129
63 C -1.58 2.51 3.72  -0.326
64 Si 0.15 3.07 4.12  -0.024
65 C 0.41 4.85 3.59  -1.110
66 C 0.35 3.01 5.99  -1.278
67 C 1.56 2.04 3.40  0.820
68 C 2.50 1.45 4.24  0.104
69 C 3.63 0.83 3.72  -1.076
70 C 3.81 0.87 2.35  -0.583
71 N 2.93 1.41 1.52  -0.186
72 C 1.81 1.94 2.02  -0.423
73 S 0.63 2.55 0.84  -0.300
74 H -2.30 3.14 4.26  0.515
75 H -1.74 1.47 4.03  0.175
76 H -1.79 2.56 2.66  -0.174
77 H -0.33 5.50 4.07  0.367
78 H 0.31 4.96 2.51  0.317
79 H 1.40 5.20 3.88  0.317
80 H -0.43 3.62 6.46  0.309
81 H 1.31 3.39 6.32  0.351
82 H 0.23 1.99 6.38  0.325
83 H 2.35 1.47 5.31  0.404
84 H 4.35 0.35 4.36  0.414
85 H 4.70 0.44 1.90  0.474
86 N 3.56 2.21 -1.28  -0.055
87 C 2.81 2.03 -2.38  0.284
88 N 1.70 1.36 -2.42  0.585
89 C 1.21 1.32 -3.70  -1.371
90 C 0.03 0.69 -4.10  0.020
91 C -0.34 0.66 -5.42  -0.534
92 C 0.45 1.29 -6.39  -1.051
93 C 1.61 1.95 -6.03  -0.369
94 C 1.97 1.96 -4.69  0.974
95 S 3.38 2.65 -3.94  -0.447
96 H 3.20 1.91 -0.37  0.047
97 H 4.27 2.91 -1.29  0.260
98 H -1.70 -0.23 -3.52  0.858
99 H -1.24 0.14 -5.72  0.482
100 H 0.14 1.26 -7.43  0.404
101 H 2.22 2.44 -6.77  0.441

Results
ΔE to the lowest compared entry with this formula, charge and spin in kJ/mol: 87.9
HOMO in eV: -4.719
HOMO-LUMO gap in eV: 6.91
2S+1: 1
Net charge: -1